(1)
# C13H22BBrCl2F4N5ORu

C13H22BBrCl2F4N5ORu as an isolated structure at a distorted geometry (ωB97M-V/def2-TZVPD, the OMol25 dataset).

Computed properties:
Total charge: +3
LUMO (alpha / beta) (eV): -11.885 / -14.572
<S²>: 6.02
Molar mass (g mol⁻¹): 603.037
Multiplicity: 5

Positions of all 50 atoms, in Å:
Ru (0.87423, -0.23012, -1.08203)
Cl (2.53744, -2.04119, -1.65489)
C (1.93709, -2.37252, -3.29406)
Cl (0.63168, -1.20868, -3.61679)
H (1.53974, -3.38932, -3.33621)
H (2.74683, -2.22777, -4.01441)
Br (5.38463, 3.80093, -3.79111)
C (4.07385, 2.75622, -2.90072)
C (2.72461, 2.82858, -3.26631)
C (1.82009, 1.99866, -2.63362)
N (2.18482, 1.12194, -1.69062)
C (3.46460, 1.08748, -1.29542)
C (4.43824, 1.87690, -1.87216)
H (2.39924, 3.50814, -4.03819)
H (0.76264, 2.03884, -2.88883)
H (3.71177, 0.39615, -0.49157)
H (5.46451, 1.80042, -1.54768)
F (-2.28094, 0.42227, 0.62297)
B (-1.21796, 1.23856, 0.53996)
F (-0.08989, 0.59820, 1.12047)
F (-1.31857, 2.49968, 0.94174)
F (-0.76570, 1.23153, -0.91186)
C (1.91249, 4.49451, 2.04130)
C (2.05044, 3.04080, 1.67805)
O (1.47045, 2.64919, 0.48220)
H (2.39985, 4.70543, 2.98962)
H (0.87149, 4.82480, 2.11044)
H (2.36873, 5.11081, 1.25682)
H (1.58610, 2.46027, 2.51360)
H (3.09371, 2.68634, 1.65858)
H (0.63209, 3.13044, 0.34911)
C (-3.63070, -2.42328, 3.27265)
C (-3.92439, -3.10411, 1.95869)
C (-4.79738, -2.32642, 1.00263)
C (-2.68653, -3.76723, 1.30846)
N (-1.72143, -2.85852, 0.73872)
C (-1.72954, -2.17051, -0.41730)
N (-0.52812, -1.63582, -0.54324)
N (0.17105, -1.99412, 0.52862)
N (-0.52489, -2.71088, 1.29147)
H (-4.55131, -2.14592, 3.78802)
H (-3.08344, -1.48403, 3.13215)
H (-3.04060, -3.05682, 3.93364)
H (-4.54166, -3.98716, 2.24195)
H (-4.39779, -1.32776, 0.80033)
H (-5.78086, -2.14169, 1.43927)
H (-4.94598, -2.85730, 0.06530)
H (-3.01206, -4.45260, 0.51926)
H (-2.14056, -4.32917, 2.07197)
H (-2.54211, -2.06416, -1.11098)

Cartesian forces, eV/Å:
Ru -2.177 -0.341 0.040
Cl 0.241 0.049 0.518
C -0.090 -0.282 -0.663
Cl -0.089 0.070 -0.096
H 0.048 0.230 0.112
H -0.163 0.050 0.235
Br -0.891 -0.674 0.614
C 0.625 0.441 -0.479
C -0.040 -0.169 0.217
C -0.353 0.798 -0.896
N 0.283 -0.151 0.186
C 1.248 0.007 0.198
C -0.281 -0.109 0.126
H -0.115 0.046 -0.052
H 0.126 -0.030 -0.044
H 0.036 0.088 -0.209
H 0.069 -0.021 0.078
F -0.408 0.110 -0.006
B -0.320 -1.277 -0.052
F 1.025 -0.088 0.095
F 0.129 1.218 0.137
F 0.982 -0.281 -0.773
C -0.784 0.774 0.015
C 1.230 0.347 -1.383
O 0.573 0.314 1.449
H 0.018 -0.220 0.102
H -0.019 -0.033 0.137
H 0.152 -0.220 -0.067
H -0.488 -0.379 0.314
H -0.242 -0.283 0.061
H -0.724 0.255 -0.013
C 0.383 0.793 0.088
C -0.652 -1.465 0.320
C 0.068 0.725 -0.066
C -1.324 -0.624 0.809
N 0.528 1.045 -1.749
C -0.408 -0.177 0.301
N -0.006 -0.017 -0.155
N 0.816 0.075 0.183
N 0.451 -0.454 1.124
H 0.000 -0.157 -0.066
H 0.070 -0.023 -0.024
H -0.057 -0.047 0.048
H 0.498 0.196 -0.275
H 0.125 -0.001 -0.136
H 0.077 -0.156 0.000
H -0.083 -0.066 -0.140
H 0.170 0.149 0.052
H -0.025 0.057 -0.234
H -0.233 -0.091 0.020

(2)
# C5H8FN

A 2-piece molecular cluster, C5H8FN overall at a distorted geometry (ωB97M-V/def2-TZVPD, the OMol25 dataset).

Computed properties:
LUMO (eV): 0.907
Structure (SMILES): C=C(C)F.C=C=N
Molar mass (g mol⁻¹): 101.124

Positions of all 15 atoms, in Å:
C (1.27553, -0.86854, 1.03233)
C (0.70350, -0.88514, -0.10692)
C (0.71328, 0.08578, -1.22334)
F (-0.18458, -1.91142, -0.36844)
H (1.92898, 0.07497, 1.21782)
H (1.20148, -1.68227, 1.84233)
H (1.32713, 0.85738, -0.83407)
H (1.18615, -0.50890, -2.05655)
H (-0.36293, 0.50988, -1.50624)
C (-1.56336, 0.76505, 0.93121)
C (-2.46472, 0.11562, 0.17571)
N (-3.33072, -0.39913, -0.50895)
H (-1.62639, 0.67175, 2.04816)
H (-0.67017, 1.33047, 0.67333)
H (-3.23486, -1.28167, -1.02268)

Cartesian forces, eV/Å:
C 2.990 0.962 4.017
C -3.086 -1.037 -2.108
C -1.499 -0.894 -0.880
F 0.429 0.039 -0.094
H -1.075 -2.002 -0.034
H 0.025 1.518 -1.592
H 0.715 1.119 -0.449
H -0.535 1.218 0.348
H 2.409 -1.165 0.561
C -1.296 -0.778 1.167
C 1.577 0.626 0.540
N 0.030 0.475 -0.277
H -0.261 -0.242 -1.242
H -0.726 -0.118 -0.733
H 0.301 0.280 0.776

(3)
# C3H7N4

An isolated ion of composition C3H7N4 and charge +1 at a distorted geometry (ωB97M-V/def2-TZVPD, the OMol25 dataset).

Computed properties:
Total charge: +1
LUMO (eV): -4.029
Structure (SMILES): CC(=[NH2+])NC1N=N1
Molar mass (g mol⁻¹): 99.117

Positions of all 14 atoms, in Å:
C (1.94772, 0.24024, 0.54908)
C (0.57382, -0.09022, 0.03134)
N (0.43963, -0.85755, -1.03774)
N (-0.53575, 0.57740, 0.47286)
C (-1.87226, 0.33897, -0.17914)
N (-3.03769, -0.10457, 0.68149)
N (-2.53687, -0.87633, -0.07845)
H (2.45132, -0.56275, 1.24751)
H (2.59660, 0.31683, -0.34077)
H (1.97740, 1.12934, 1.04104)
H (1.29668, -1.07520, -1.63016)
H (-0.47428, -1.32384, -1.25249)
H (-0.71428, 1.11884, 1.37005)
H (-2.11205, 1.16886, -0.87462)

Cartesian forces, eV/Å:
C 0.914 -3.658 -0.788
C -1.032 1.687 0.464
N 0.515 -1.054 -0.740
N -1.507 -1.199 0.549
C 1.086 3.931 0.870
N 0.923 1.509 0.530
N -0.480 -3.636 -1.308
H -1.403 1.259 -1.439
H -0.110 -0.035 0.395
H -0.112 2.563 1.426
H -1.760 0.055 1.347
H 1.342 0.820 -0.036
H 1.517 -1.088 -1.373
H 0.107 -1.153 0.102

(4)
# CH10N2O2

A 3-piece molecular cluster, CH10N2O2 overall at a distorted geometry (ωB97M-V/def2-TZVPD, the OMol25 dataset).

Computed properties:
LUMO (eV): 0.496
Structure (SMILES): NCN.O.O
Molar mass (g mol⁻¹): 82.103

Positions of all 15 atoms, in Å:
N (2.01658, 0.80553, 0.18053)
C (1.58381, 0.00384, -1.02722)
N (0.14532, -0.25727, -1.14976)
H (1.87232, 1.89656, 0.22299)
H (1.63746, 0.45598, 1.07866)
H (1.94363, 0.61017, -1.83103)
H (2.15257, -1.04885, -0.67062)
H (-0.51874, 0.52861, -1.20443)
H (-0.08780, -0.70537, -0.23818)
O (-2.27004, 1.31969, 0.46067)
H (-2.50002, 2.14693, -0.08694)
H (-2.07165, 0.69950, -0.34189)
O (-1.38911, -1.98507, 1.85591)
H (-1.37847, -2.95326, 1.60257)
H (-1.13586, -1.51698, 1.14871)

Cartesian forces, eV/Å:
N -0.514 2.233 0.690
C 0.574 -0.586 4.007
N -0.331 -1.092 1.211
H 0.029 -2.988 -0.700
H 0.257 0.091 -0.946
H 0.472 -0.572 -0.945
H -1.582 2.586 -2.145
H 1.408 0.038 -0.206
H 0.052 0.325 -1.131
O 0.066 0.262 -3.949
H 0.388 -1.544 1.570
H -0.732 1.306 2.448
O -1.457 -4.474 3.892
H 0.028 1.872 0.320
H 1.342 2.544 -4.117

(5)
# C12H20Cl10N2O2PS

A 6-piece molecular cluster, C12H20Cl10N2O2PS overall at a distorted geometry (ωB97M-V/def2-TZVPD, the OMol25 dataset).

Computed properties:
Total charge: +1
LUMO (eV): -4.476
Molar mass (g mol⁻¹): 641.875

Positions of all 48 atoms, in Å:
C (2.55324, 2.05714, 2.24088)
C (1.77354, 3.23876, 2.05776)
C (0.68188, 4.46232, 1.72727)
N (-0.59647, 4.06379, 2.46580)
C (-0.66728, 3.30876, 3.79439)
N (-2.14262, 3.08599, 4.12789)
C (-2.92049, 3.72600, 2.97023)
P (-4.82940, 3.66909, 2.92480)
O (-5.38833, 4.72529, 1.61212)
O (-5.26115, 1.98648, 2.56111)
S (-5.57976, 4.31799, 4.60066)
C (-1.93723, 4.38690, 1.83488)
C (-2.24733, 5.15674, 0.41856)
H (2.88576, 0.91217, 2.18065)
H (1.10917, 5.49707, 2.06762)
H (0.43126, 4.39039, 0.57812)
H (0.18918, 2.90444, 4.48852)
H (-2.51157, 2.59727, 4.97930)
H (-5.21046, 4.17227, 0.78953)
H (-4.47218, 1.62245, 2.02576)
H (-2.26845, 4.34327, -0.44462)
H (-1.42258, 5.95592, 0.12977)
H (-3.27936, 5.70919, 0.39163)
C (2.19860, -0.92283, -0.57342)
Cl (3.43403, -1.27392, -1.78810)
Cl (2.60167, 0.53547, 0.34098)
H (1.23892, -0.77465, -1.07459)
H (2.12797, -1.76716, 0.11659)
C (2.76624, -4.77014, -1.21524)
Cl (1.99693, -5.54538, -2.60527)
Cl (1.56908, -4.31884, 0.00475)
H (3.48210, -5.46600, -0.77093)
H (3.28683, -3.87059, -1.55257)
C (-5.26030, -1.35654, 1.77870)
Cl (-4.02228, -0.53544, 0.82051)
Cl (-5.41351, -3.05190, 1.30172)
H (-4.98342, -1.30765, 2.83465)
H (-6.21929, -0.85579, 1.62517)
C (4.62007, -7.12807, -4.59673)
Cl (4.18809, -8.42002, -5.72335)
Cl (5.86861, -7.66204, -3.46481)
H (4.99594, -6.27274, -5.16350)
H (3.73082, -6.83526, -4.03326)
C (3.72007, -2.80249, -5.35720)
Cl (3.28809, -4.09444, -6.48381)
Cl (4.96861, -3.33646, -4.22527)
H (4.09594, -1.94716, -5.92397)
H (2.83082, -2.50968, -4.79372)

Cartesian forces, eV/Å:
C -6.583 9.041 -0.577
C 4.463 -7.745 0.945
C 1.989 -2.254 0.222
N -2.446 -1.074 2.083
C -4.292 1.064 -2.143
N 3.987 3.232 -5.639
C 3.033 0.598 -1.920
P -1.819 0.102 0.149
O 2.304 -3.965 1.003
O 2.988 3.264 -0.757
S 0.825 -0.778 -1.418
C -0.881 -3.036 5.713
C 0.466 -0.444 -0.373
H -0.467 3.312 1.140
H -1.014 -2.063 -0.661
H 0.619 0.341 2.455
H -1.673 1.122 -1.932
H 0.364 0.782 -1.200
H -0.594 1.071 0.939
H -1.644 0.289 0.841
H 0.140 1.617 1.886
H -1.617 -1.801 0.938
H 2.002 -1.225 0.628
C -0.185 -0.444 -0.275
Cl -0.071 -0.029 -0.038
Cl -0.344 -1.262 -1.971
H 0.293 0.061 0.099
H 0.126 0.317 -0.179
C 0.580 -0.062 -0.143
Cl -0.015 0.120 0.051
Cl -0.041 -0.003 0.141
H -0.315 0.094 -0.081
H -0.256 -0.270 0.044
C -0.565 -0.255 0.445
Cl 0.238 0.286 -0.080
Cl 0.008 0.228 0.092
H 0.037 -0.045 -0.331
H 0.302 -0.118 -0.084
C -0.185 0.329 -0.097
Cl -0.071 0.081 -0.038
Cl 0.011 0.120 0.111
H -0.020 -0.317 0.128
H 0.332 -0.217 -0.170
C -0.248 0.306 -0.115
Cl -0.053 0.090 0.020
Cl 0.051 0.062 0.108
H 0.010 -0.316 0.125
H 0.232 -0.203 -0.081

(6)
# C4H4NOS2

An isolated ion of composition C4H4NOS2 and charge +1 at a distorted geometry (ωB97M-V/def2-TZVPD, the OMol25 dataset).

Computed properties:
Total charge: +1
LUMO (eV): -5.005
Structure (SMILES): C#CC(=O)C1([NH3+])SS1
Molar mass (g mol⁻¹): 146.216

Positions of all 12 atoms, in Å:
C (-1.94740, -2.10431, -1.03238)
C (-1.53140, -0.95559, -0.88657)
C (-0.89106, 0.15844, -0.33138)
O (-1.35554, 1.27766, -0.27308)
C (0.72783, 0.04621, 0.27545)
N (1.12922, 1.46784, 0.57811)
S (1.96128, -1.09623, -0.31092)
S (0.78597, -1.21279, 1.47562)
H (-2.46048, -3.00666, -1.39659)
H (1.23825, 1.72751, 1.68152)
H (0.28703, 2.12720, 0.12380)
H (2.05628, 1.57073, 0.09641)

Cartesian forces, eV/Å:
C 0.075 1.795 -0.784
C -0.532 -3.592 0.376
C 2.209 2.193 0.042
O 0.580 -0.551 0.182
C -3.071 0.368 -0.863
N -0.648 1.473 1.067
S -0.861 0.202 0.677
S 1.024 -0.371 0.122
H 0.583 0.755 0.602
H -0.338 -0.942 -3.321
H 1.971 -1.852 1.217
H -0.990 0.522 0.683

(7)
# C4H6N2OS

One molecule with the formula C4H6N2OS at a distorted geometry (ωB97M-V/def2-TZVPD, the OMol25 dataset).

Computed properties:
LUMO (eV): -0.055
Structure (SMILES): C=C(C=O)N/C=N\S
Molar mass (g mol⁻¹): 130.172

Positions of all 14 atoms, in Å:
C (-0.78911, -0.52880, 1.31746)
C (-1.00797, 0.29173, 0.28291)
C (-2.23289, 0.10811, -0.56504)
O (-3.13386, -0.66574, -0.30250)
N (-0.15424, 1.32486, -0.14074)
C (1.20093, 1.42308, 0.09887)
N (2.11266, 0.51967, 0.07454)
S (1.75334, -1.09500, -0.34093)
H (0.05922, -0.45267, 1.95428)
H (-1.47073, -1.32592, 1.50436)
H (-2.26568, 0.73921, -1.45296)
H (-0.63729, 2.21432, -0.26595)
H (1.55488, 2.44376, 0.23116)
H (3.04241, -1.44922, -0.43778)

Cartesian forces, eV/Å:
C -0.060 0.527 -0.725
C -0.217 -0.698 0.315
C -0.556 -0.880 0.854
O 0.895 0.760 -0.276
N -0.511 0.488 -0.047
C 0.750 -0.547 -0.197
N -0.615 0.313 -0.011
S -0.075 0.302 0.097
H 0.565 0.175 0.319
H -0.460 -0.366 -0.001
H -0.070 0.261 -0.461
H 0.408 -0.332 0.007
H -0.047 -0.045 0.099
H -0.007 0.044 0.026

(8)
# C6H7NO

One molecule with the formula C6H7NO at a distorted geometry (ωB97M-V/def2-TZVPD, the OMol25 dataset).

Computed properties:
LUMO (eV): 0.084
Structure (SMILES): C=C/C=C1/C=NOC1
Molar mass (g mol⁻¹): 109.128

Positions of all 15 atoms, in Å:
C (2.06454, -0.71597, -0.31282)
C (1.83223, 0.43794, 0.25268)
C (0.51801, 1.04515, 0.28674)
C (-0.65957, 0.36868, -0.00796)
C (-1.88483, 1.17271, -0.22593)
N (-2.80615, 0.31606, -0.10394)
O (-2.41208, -0.99007, 0.25892)
C (-1.03243, -1.04644, 0.24532)
H (3.12446, -1.17338, -0.58961)
H (1.25752, -1.55649, -0.91639)
H (2.61192, 0.92092, 0.85949)
H (0.74227, 2.02975, 0.33911)
H (-2.16582, 2.10277, -0.62188)
H (-0.77915, -1.54204, -0.68950)
H (-0.41092, -1.36959, 1.22576)

Cartesian forces, eV/Å:
C 1.155 -5.610 -3.911
C -0.230 -0.392 1.759
C -0.990 -4.403 -1.305
C 3.340 4.977 1.706
C 0.952 -4.573 0.535
N -3.538 -0.415 0.095
O -1.231 1.255 0.515
C 2.742 0.821 0.240
H -2.092 1.276 1.349
H 2.072 3.276 1.948
H -0.048 0.030 -0.804
H -1.037 3.542 -0.101
H 0.248 1.261 -0.110
H 0.492 -1.118 0.332
H -1.834 0.073 -2.248